Density functional theory data (the ωB97M-V functional and the def2-TZVPD basis) for C33H86InN6Na3O12P as an isolated structure in a non-equilibrium geometry.

Each line ends with the Löwdin charge.
Geometry (Å):
In 2.10785 3.63906 2.58429  0.973
Na -0.61195 -2.69319 -2.96231  0.845
Na -3.37460 1.87174 1.06075  0.834
Na 0.98384 -2.27740 3.50408  0.828
P 0.05162 -0.36025 0.19400  0.038
O 0.62224 -1.82092 0.15908  -0.313
O 1.09585 0.71832 -0.29890  -0.129
O -0.29574 0.16577 1.66330  -0.266
O -1.26249 -0.20357 -0.61957  -0.236
C -2.50431 -7.78411 1.74370  -0.025
C -1.89022 -6.73171 0.70693  -0.453
C -2.73795 -6.81551 -0.50839  -0.233
O -2.32581 -6.12871 -1.67314  -0.176
C -3.22924 -6.13083 -2.72318  -0.133
N -1.82696 -5.44509 1.28034  0.028
H -3.59184 -7.74484 1.80559  0.080
H -2.03907 -7.54887 2.70094  0.070
H -2.12489 -8.78360 1.53122  0.080
H -0.84953 -6.97041 0.48765  0.146
H -3.75289 -6.55860 -0.20509  0.132
H -2.75941 -7.87742 -0.75333  0.137
H -2.78496 -6.19493 -3.71646  0.087
H -3.84205 -5.23142 -2.78339  0.080
H -3.90558 -6.98563 -2.72484  0.098
H -2.77490 -5.12487 1.41800  0.075
H -1.34267 -4.80234 0.67007  0.058
C 7.74588 2.47295 -1.34007  -0.057
C 7.50472 1.58622 -0.13048  -0.435
C 8.62691 1.81772 0.99558  -0.128
O 8.75166 3.24316 1.40114  -0.208
C 9.80555 3.44409 2.34831  -0.114
N 6.19270 1.74879 0.41603  0.023
H 7.87232 3.54234 -1.17114  0.086
H 6.86106 2.33607 -1.96172  0.063
H 8.48413 2.11018 -2.05526  0.085
H 7.62459 0.54448 -0.42797  0.128
H 9.58066 1.54301 0.54503  0.120
H 8.38126 1.20356 1.86192  0.109
H 10.05397 4.46891 2.62422  0.087
H 10.71033 3.15556 1.81332  0.084
H 9.72154 2.88172 3.27825  0.083
H 6.03492 1.04032 1.11837  0.062
H 5.49991 1.49376 -0.27325  0.060
C 2.72737 5.93093 -3.32996  -0.092
C 3.09860 7.05739 -2.43573  -0.426
C 3.12369 8.55639 -2.99068  -0.186
O 3.45657 9.35714 -1.90658  -0.203
C 4.02196 10.58006 -2.27348  -0.110
N 2.25877 6.97179 -1.22360  0.028
H 2.77299 5.02753 -2.72177  0.072
H 3.31275 5.79646 -4.23954  0.081
H 1.75428 6.15881 -3.76503  0.077
H 4.12968 6.81576 -2.17766  0.135
H 2.20403 8.93855 -3.43373  0.131
H 3.90753 8.55626 -3.74812  0.126
H 3.49606 11.25067 -2.95304  0.098
H 5.05270 10.44697 -2.60207  0.093
H 4.22605 11.19385 -1.39615  0.091
H 1.27846 7.08889 -1.43665  0.064
H 2.52660 7.89168 -0.90394  0.047
C 4.06836 -0.57440 -5.13724  -0.084
C 2.97950 0.27589 -5.66769  -0.476
C 2.67527 -0.08887 -7.13764  -0.176
O 1.53015 0.51680 -7.74807  -0.169
C 1.64686 1.92308 -7.81100  -0.111
N 1.83821 0.03878 -4.81826  0.044
H 3.91764 -1.62623 -5.38028  0.086
H 4.13927 -0.53574 -4.05023  0.074
H 5.06021 -0.27073 -5.47210  0.092
H 3.39351 1.28150 -5.59387  0.134
H 2.58767 -1.17464 -7.17638  0.126
H 3.58654 0.11687 -7.69923  0.131
H 2.50750 2.27852 -8.37763  0.099
H 1.63255 2.41380 -6.83782  0.073
H 0.69036 2.21823 -8.24239  0.094
H 1.92593 0.32221 -3.85283  0.062
H 1.04936 0.58718 -5.12980  0.065
C 0.19546 1.45501 8.95375  -0.061
C 0.22321 0.45111 7.78728  -0.396
C -0.50383 -0.93107 8.01590  -0.173
O -0.16141 -1.92001 7.04617  -0.229
C -0.84926 -3.16931 7.19702  -0.081
N -0.17802 1.12674 6.54740  0.008
H 0.62502 2.45121 8.84795  0.084
H 0.88474 1.02356 9.67959  0.082
H -0.71644 1.58877 9.53567  0.085
H 1.29878 0.33796 7.65150  0.123
H -1.59134 -0.86299 7.98838  0.125
H -0.26552 -1.19342 9.04668  0.126
H -0.44142 -3.99310 6.61124  0.081
H -1.85637 -3.03072 6.80382  0.087
H -0.76697 -3.43914 8.24989  0.100
H -0.85009 1.82372 6.83487  0.060
H -0.55379 0.65254 5.73868  0.044
C -7.92779 -2.76552 0.15326  -0.020
C -7.37336 -1.36327 0.50197  -0.440
C -8.55578 -0.51772 1.17423  -0.112
C -8.71690 -0.82443 2.69734  -0.147
C -7.36952 -0.64800 3.41624  -0.163
C -6.25983 -1.53980 2.85907  -0.478
N -6.10234 -1.28557 1.40977  -0.092
O -5.10162 -2.08181 0.90537  -0.018
C -5.00520 -1.02352 3.65520  -0.036
C -6.51067 -3.06081 3.25998  0.013
C -7.03819 -0.51752 -0.70731  -0.064
H -7.18363 -3.53987 -0.03308  0.079
H -8.56413 -2.86826 -0.72572  0.098
H -8.42415 -3.16779 1.03638  0.068
H -8.28767 0.53296 1.06339  0.109
H -9.44352 -0.81606 0.61655  0.124
H -9.01974 -1.86965 2.75993  0.104
H -9.50684 -0.18156 3.08569  0.117
H -7.47515 -0.87534 4.47702  0.120
H -7.09014 0.40548 3.43098  0.113
H -4.69888 -0.02266 3.35101  0.056
H -5.16159 -1.08389 4.73222  0.095
H -4.23018 -1.71764 3.33019  0.062
H -5.50328 -3.47316 3.31683  0.072
H -7.06094 -3.15152 4.19650  0.093
H -7.14704 -3.62223 2.57591  0.066
H -6.36031 -1.17105 -1.25639  0.077
H -6.47874 0.40869 -0.57604  0.069
H -7.91822 -0.30872 -1.31562  0.101
H -4.52083 -1.44099 0.48867  0.088
C 6.80947 -4.98837 -0.11938  -0.081
C 5.65550 -4.12252 0.27478  -0.349
O 4.61544 -4.28492 -0.66223  -0.078
H 7.74779 -4.49331 0.13076  0.082
H 6.75343 -5.25541 -1.17468  0.087
H 6.76363 -5.90757 0.46463  0.077
H 5.97869 -3.09745 0.09348  0.099
H 5.43975 -4.30459 1.32758  0.107
H 3.85069 -3.74592 -0.44716  0.065
C -3.88356 2.64316 -6.22019  -0.074
C -3.20949 2.51783 -4.85191  -0.320
O -2.96101 1.13731 -4.71676  -0.094
H -4.91123 2.28274 -6.17436  0.078
H -3.39344 2.11208 -7.03619  0.081
H -3.90639 3.67984 -6.55614  0.077
H -3.82708 2.85121 -4.01793  0.105
H -2.26690 3.06516 -4.85755  0.103
H -2.77535 0.99620 -3.78551  0.057

Output
Total charge: +3
Gap between HOMO and LUMO, eV: 1.7
E_tot, Eh: -3557.55215